Computed, not measured: a 2-piece molecular cluster, C10H20Br overall, with ωB97M-V with the def2-TZVPD basis set.

Values from the calculation:
Lowest unoccupied orbital energy (alpha / beta) (Ha): 0.0304 / -0.1149
⟨S²⟩: 0.75
HOMO level (alpha / beta) (eV): -10.1 / -10.1
Orbital gap (alpha / beta) (eV): 11.0 / 7.0
Multiplicity: 2

Last column: Löwdin spin population.
Geometry (Å):
Br -3.6093 -2.0494 -0.2126  0.86
H 0.4293 -1.7823 1.1309  0.00
C 1.0765 -0.9149 0.9530  0.00
C 1.6537 -0.3542 2.2001  0.00
C 2.1798 -1.2844 -0.0092  0.00
C 0.1069 0.0179 0.2918  0.00
C -0.3868 -0.8745 -0.8699  0.01
C -1.6016 -0.3003 -1.5047  0.07
C -1.2679 1.0839 -2.0323  0.01
C -0.5992 2.0339 -0.9415  0.00
C 0.5891 1.3658 -0.2161  0.00
C -1.0338 0.1936 1.3825  0.00
H 2.0965 0.5965 1.8832  0.00
H 0.9830 -0.1782 3.0431  0.00
H 2.4725 -0.9942 2.5396  0.00
H 2.5550 -0.3363 -0.4320  0.00
H 2.9867 -1.7388 0.5688  0.00
H 1.9192 -1.9873 -0.8271  0.00
H 0.4403 -1.1399 -1.5525  0.00
H -0.7040 -1.8237 -0.4345  0.00
H -1.8933 -0.9872 -2.3188  0.00
H -2.3207 -0.1816 -0.6440  0.04
H -0.5889 1.0372 -2.9147  0.00
H -2.2184 1.5544 -2.3267  0.00
H -0.3352 3.0070 -1.4045  0.00
H -1.3719 2.2009 -0.1704  0.00
H 0.8908 2.0039 0.6219  0.00
H 1.4476 1.2442 -0.8960  0.00
H -2.0165 0.6109 1.0709  0.00
H -1.2384 -0.8184 1.7959  0.00
H -0.6407 0.7955 2.2256  0.00

Computed, not measured: a 2-piece molecular cluster, C4H12 overall, with ωB97M-V with the def2-TZVPD basis set.

Values from the calculation:
Lowest unoccupied orbital energy (Ha): 0.0428
HOMO level (eV): -11.5
Orbital gap (eV): 12.6
Structure (SMILES): CC.CC
Multiplicity: 1
Energy relative to the best compared isomer or geometry (same formula, charge and spin) (kJ/mol): 32.88

Last column: natural (NBO) charge in e.
Geometry (Å):
C -2.6228 1.2693 -0.2385  -0.61
C -1.6315 0.7682 0.7936  -0.61
H -2.3335 0.9353 -1.2407  0.20
H -3.6291 0.9081 -0.0626  0.21
H -2.5531 2.3519 -0.3144  0.21
H -2.1369 0.5188 1.7326  0.20
H -1.1437 -0.1814 0.5851  0.20
H -0.9000 1.5427 0.9951  0.21
C 1.5656 -1.2026 -0.7766  -0.61
C 2.6821 -0.7836 0.1808  -0.61
H 0.5723 -0.8714 -0.4737  0.20
H 1.7433 -0.8338 -1.7805  0.21
H 1.4664 -2.2883 -0.7195  0.20
H 3.5879 -0.5067 -0.3514  0.21
H 2.9366 -1.6405 0.8062  0.20
H 2.3963 0.0140 0.8645  0.20

Computed, not measured: C64H53N3O2P2PtTe as an isolated structure, with ωB97M-V with the def2-TZVPD basis set.

Values from the calculation:
Lowest unoccupied orbital energy (Ha): -0.2559
HOMO level (eV): -11.6
Orbital gap (eV): 4.6
Net charge: +2
Multiplicity: 1

Last column: Mulliken charge in e.
Geometry (Å):
Pt -0.0573 0.9606 2.0365  1.58
C 5.9340 -2.2988 -0.9928  -1.60
C 4.5839 -1.6674 -0.9362  0.25
C 3.6879 -1.7793 -1.9809  -0.70
C 2.4150 -1.1747 -1.9433  0.21
C 1.5090 -1.2524 -3.0214  0.38
O 0.5161 -0.2939 -3.1838  0.35
C 1.5459 -2.2691 -4.0380  0.78
C 1.1515 -2.0138 -5.3614  -0.16
C 1.1890 -3.0096 -6.3159  -0.89
C 1.6502 -4.2791 -5.9930  -0.59
C 2.0323 -4.5550 -4.6861  -1.11
C 1.9664 -3.5747 -3.7206  -0.24
C 2.0750 -0.3884 -0.8088  -1.16
O 0.8628 0.1707 -0.7184  -0.47
C 3.0069 -0.2529 0.2307  0.37
C 4.2231 -0.9121 0.1821  -0.34
C 2.5967 0.5791 1.3882  -0.63
N 1.9128 0.0524 2.3738  -0.39
C 1.9208 -1.3903 2.4954  -0.31
C 1.2053 -1.8660 3.7481  -1.57
Te -0.8870 -1.3159 3.8136  0.61
C -1.5341 -3.3320 3.4318  0.10
C -0.9963 -4.3949 4.1506  -0.57
C -1.4633 -5.6768 3.9233  -0.66
C -2.4509 -5.9059 2.9781  -0.73
C -2.9934 -4.8433 2.2736  -0.49
C -2.5465 -3.5562 2.5059  0.33
C 2.9993 1.9719 1.3894  0.96
C 3.9679 2.4010 0.4675  -0.44
C 4.4763 3.6808 0.5238  -0.87
C 4.0056 4.5800 1.4709  -0.65
C 3.0218 4.1832 2.3670  -0.99
C 2.5310 2.8934 2.3440  -0.09
H 6.0806 -2.8129 -1.9373  0.42
H 6.0543 -3.0135 -0.1796  0.36
H 6.7089 -1.5419 -0.8802  0.37
H 3.9832 -2.3058 -2.8735  0.72
H 0.8731 -1.0104 -5.6431  0.41
H 0.8790 -2.7885 -7.3275  0.48
H 1.7020 -5.0467 -6.7500  0.47
H 2.3797 -5.5422 -4.4176  0.47
H 2.1949 -3.8103 -2.6937  0.66
H 4.9057 -0.8081 1.0115  0.66
H 2.9681 -1.7081 2.5901  0.63
H 1.5251 -1.8773 1.5935  -0.04
H 1.6889 -1.4490 4.6305  0.56
H 1.2554 -2.9532 3.8012  0.80
H -0.2394 -4.2293 4.9061  0.48
H -1.0581 -6.4934 4.4991  0.44
H -2.8051 -6.9082 2.8046  0.44
H -3.7700 -5.0057 1.5435  0.49
H -2.9721 -2.7249 1.9615  0.16
H 4.3544 1.7090 -0.2638  0.37
H 5.2425 3.9846 -0.1717  0.46
H 4.4092 5.5792 1.5215  0.42
H 2.6548 4.8860 3.0998  0.49
H 1.8195 2.5785 3.0974  0.58
N -1.3699 0.6410 -1.1474  0.05
P -1.1864 -0.3070 0.2342  0.65
C -2.9556 -0.4100 0.7502  0.67
C -3.8893 -1.1252 0.0048  0.02
C -5.2131 -1.1657 0.4076  -0.83
C -5.6161 -0.5137 1.5614  -0.86
C -4.6920 0.1923 2.3143  -1.02
C -3.3701 0.2379 1.9082  -0.38
C -0.9585 -1.9719 -0.5172  1.11
C -1.3330 -2.1865 -1.8440  -0.85
C -1.1719 -3.4331 -2.4200  -0.64
C -0.6300 -4.4781 -1.6869  -1.22
C -0.2682 -4.2766 -0.3655  -1.18
C -0.4292 -3.0278 0.2113  -0.66
P -0.1265 0.8546 -2.3032  1.72
C -1.3116 1.4022 -3.6088  1.36
C -2.0950 2.5120 -3.2935  -0.40
C -3.0937 2.9467 -4.1437  -0.79
C -3.2973 2.3049 -5.3557  -0.88
C -2.5002 1.2249 -5.6966  -0.86
C -1.5306 0.7619 -4.8207  -0.99
C 0.8762 2.3565 -2.1236  0.37
C 1.5562 2.7772 -3.2591  -1.03
C 2.3093 3.9359 -3.2130  -0.96
C 2.3429 4.6878 -2.0487  -1.00
C 1.6440 4.2779 -0.9232  -0.91
C 0.9243 3.0967 -0.9509  0.60
H -2.3053 0.8726 -1.4545  0.69
H -3.5894 -1.6785 -0.8742  0.35
H -5.9304 -1.7160 -0.1804  0.51
H -6.6455 -0.5601 1.8747  0.45
H -4.9932 0.7019 3.2169  0.55
H -2.6440 0.7923 2.4922  0.38
H -1.7608 -1.3891 -2.4387  0.66
H -1.4649 -3.5785 -3.4487  0.55
H -0.4954 -5.4404 -2.1535  0.48
H 0.1449 -5.0833 0.2226  0.67
H -0.1636 -2.8777 1.2500  0.18
H -1.9098 3.0447 -2.3680  0.05
H -3.7193 3.7792 -3.8563  0.50
H -4.0679 2.6507 -6.0298  0.43
H -2.6338 0.7199 -6.6411  0.49
H -0.9532 -0.1081 -5.0907  0.27
H 1.4959 2.1870 -4.1631  0.46
H 2.8612 4.2579 -4.0826  0.50
H 2.9187 5.5999 -2.0186  0.49
H 1.6696 4.8758 -0.0235  0.78
H 0.4192 2.7334 -0.0580  -0.26
C -3.2339 4.2058 0.7455  -1.25
C -3.7701 4.5485 1.9781  -0.89
C -3.1677 4.0597 3.1202  -1.24
C -2.0362 3.2485 3.0126  0.75
N -1.5551 2.8869 1.8100  0.07
C -2.1389 3.3609 0.7178  -0.05
C -1.2986 2.7473 4.1717  1.29
C -1.4918 3.2783 5.4515  -0.69
C -0.7586 2.8183 6.5273  -1.17
C 0.2232 1.8638 6.3326  -0.97
C 0.4418 1.3467 5.0633  1.09
C -0.3203 1.7626 3.9821  -0.42
H -3.6547 4.5824 -0.1724  0.58
H -4.6407 5.1830 2.0426  0.46
H -3.5761 4.2963 4.0885  0.43
H -1.7078 3.0577 -0.2248  0.37
H -2.2056 4.0742 5.6006  0.40
H -0.9447 3.2170 7.5116  0.42
H 0.8289 1.5232 7.1574  0.52
H 1.2668 0.6620 4.9232  0.46

Computed, not measured: a 2-piece molecular cluster, C16H25N5O4S2 overall, with ωB97M-V with the def2-TZVPD basis set.

Values from the calculation:
Lowest unoccupied orbital energy (Ha): 0.0110
HOMO level (eV): -8.7
Orbital gap (eV): 9.0
Structure (SMILES): CNC(=O)[C@H](CC(C)C)NC(C)=O.O=S(=O)(Nc1ncc[nH]1)c1cccs1
Multiplicity: 1

Last column: natural (NBO) charge in e.
Geometry (Å):
C -5.6452 -2.8018 -2.9016  -0.41
N -4.9148 -2.0426 -1.8885  -0.62
C -3.7529 -1.4151 -2.0964  0.66
O -3.1990 -1.4269 -3.1923  -0.65
C -3.0910 -0.6212 -0.9483  -0.12
C -2.0068 -1.4597 -0.2374  -0.40
C -1.0603 -0.6435 0.6637  -0.21
C -0.3051 -1.5718 1.6135  -0.60
C -0.0392 0.1480 -0.1583  -0.61
N -3.9861 0.0079 0.0476  -0.61
C -4.8654 -0.5776 0.8638  0.68
C -5.6193 0.3412 1.7950  -0.71
O -5.0797 -1.7813 0.8929  -0.66
H -5.7326 -2.2127 -3.8170  0.21
H -5.1049 -3.7226 -3.1276  0.20
H -6.6425 -3.0495 -2.5360  0.21
H -5.2634 -2.0518 -0.9360  0.43
H -2.5767 0.1924 -1.4591  0.23
H -2.5032 -2.2237 0.3622  0.22
H -1.4088 -1.9785 -0.9884  0.22
H -1.6363 0.0523 1.2730  0.19
H 0.3178 -2.2644 1.0490  0.19
H 0.3134 -0.9801 2.2873  0.21
H -1.0162 -2.1389 2.2144  0.21
H -0.5469 0.8495 -0.8172  0.20
H 0.6098 0.7175 0.5079  0.22
H 0.5702 -0.5275 -0.7582  0.20
H -3.9161 1.0089 0.1293  0.40
H -6.1920 1.0589 1.2108  0.23
H -6.2956 -0.2540 2.4078  0.25
H -4.9117 0.8618 2.4379  0.23
O 4.3365 1.9153 3.0452  -0.89
S 5.3192 1.3510 2.1111  2.26
O 6.5815 1.0370 2.7910  -0.93
N 5.7752 2.4807 0.9640  -0.84
C 4.8013 3.0757 0.2330  0.48
N 3.5423 2.7519 0.1905  -0.49
C 2.9381 3.6440 -0.6870  -0.08
C 3.8642 4.5117 -1.1950  -0.12
N 5.0516 4.1405 -0.5976  -0.54
C 4.7353 -0.0754 1.1767  -0.53
C 5.3992 -0.7305 0.1703  -0.19
C 4.6109 -1.8325 -0.3577  -0.26
C 3.3982 -1.9542 0.2772  -0.37
S 3.1645 -0.7408 1.5292  0.51
H 6.4511 3.0915 1.3806  0.43
H 1.8816 3.6446 -0.9396  0.21
H 3.6842 5.3093 -1.9103  0.23
H 5.9701 4.5387 -0.7698  0.42
H 6.3905 -0.4576 -0.1862  0.24
H 4.9463 -2.4826 -1.1606  0.23
H 2.6585 -2.7115 0.0415  0.25

Computed, not measured: C44H30Br2FeINOP2S2 as an isolated structure, with ωB97M-V with the def2-TZVPD basis set.

Values from the calculation:
Lowest unoccupied orbital energy (alpha / beta) (Ha): 0.0820 / 0.0839
⟨S²⟩: 0.79
HOMO level (alpha / beta) (eV): -4.3 / -4.5
Orbital gap (alpha / beta) (eV): 6.6 / 6.8
Net charge: -1
Multiplicity: 2
Energy relative to the best compared isomer or geometry (same formula, charge and spin) (kJ/mol): 2.50

Last column: Löwdin spin population.
Geometry (Å):
Fe 1.9041 -0.0592 -0.2232  1.04
S 0.1996 0.2558 3.7263  0.01
P -0.5573 0.5265 1.9215  0.01
C 0.0662 -0.2403 0.4892  0.00
P 0.0242 -1.9436 0.3226  0.00
S 1.9583 -2.4157 0.0138  -0.03
C -0.6604 -2.9195 1.7007  0.00
C -1.8799 -3.5870 1.6239  0.00
C -2.3716 -4.2725 2.7260  0.00
C -1.6507 -4.2886 3.9110  0.00
C -0.4339 -3.6238 3.9924  0.00
C 0.0628 -2.9435 2.8922  0.00
C -0.9599 -2.5314 -1.1043  0.00
C -0.4687 -3.5103 -1.9591  0.00
C -1.2252 -3.9351 -3.0437  0.00
C -2.4795 -3.3906 -3.2757  0.00
C -2.9778 -2.4157 -2.4209  0.00
C -2.2170 -1.9852 -1.3446  0.00
C -0.6565 2.3293 1.5823  0.00
C -0.4706 3.2410 2.6169  0.00
C -0.6328 4.6017 2.3950  0.00
C -0.9990 5.0643 1.1392  0.00
C -1.1801 4.1620 0.0997  0.00
C -0.9964 2.8043 0.3174  0.00
C -2.3496 0.0797 1.9840  0.00
C -2.8362 -0.6915 3.0325  0.00
C -4.1753 -1.0572 3.0789  0.00
C -5.0492 -0.6394 2.0872  0.00
C -4.5778 0.1509 1.0462  0.00
C -3.2375 0.5033 0.9962  0.00
H -2.4557 -3.5727 0.7079  0.00
H -3.3239 -4.7842 2.6584  0.00
H -2.0370 -4.8188 4.7733  0.00
H 0.1269 -3.6241 4.9183  0.00
H 1.0027 -2.4091 2.9534  0.00
H 0.5230 -3.9105 -1.7893  0.00
H -0.8261 -4.6848 -3.7157  0.00
H -3.0648 -3.7178 -4.1265  0.00
H -3.9549 -1.9823 -2.5981  0.00
H -2.5918 -1.2110 -0.6879  0.00
H -0.1830 2.8634 3.5907  0.00
H -0.4648 5.3016 3.2044  0.00
H -1.1268 6.1262 0.9656  0.00
H -1.4430 4.5181 -0.8896  0.00
H -1.0955 2.1000 -0.5004  0.00
H -2.1449 -1.0050 3.8060  0.00
H -4.5327 -1.6756 3.8934  0.00
H -6.0947 -0.9210 2.1256  0.00
H -5.2545 0.4929 0.2721  0.00
H -2.8793 1.1170 0.1793  0.00
I 4.5222 -0.2955 -1.1032  0.00
C 3.7723 -0.9620 -2.9346  0.00
C 4.6374 -1.4765 -3.8550  0.00
C 4.1523 -1.8621 -5.1218  0.00
C 2.8348 -1.6810 -5.4228  0.00
C 1.9319 -1.1338 -4.4765  0.00
C 0.5814 -0.9056 -4.8283  0.00
C -0.2629 -0.3417 -3.9192  0.00
C 0.1888 -0.0417 -2.6156  0.00
C 1.4728 -0.2908 -2.1765  -0.02
C 2.3799 -0.7927 -3.1680  0.00
H 5.6887 -1.5798 -3.6220  0.00
H 4.8351 -2.2806 -5.8504  0.00
H 2.4527 -1.9471 -6.4020  0.00
H 0.2458 -1.1738 -5.8237  0.00
H -1.2990 -0.1541 -4.1778  0.00
H -0.5290 0.3446 -1.9020  0.00
Br 4.0376 0.8772 4.3200  0.00
C 3.3797 2.0540 3.0004  0.00
C 3.4340 3.4319 3.2290  0.00
C 3.0571 4.3307 2.2658  0.00
Br 3.1725 6.1908 2.6362  0.00
C 2.6094 3.8855 1.0039  0.00
C 2.2899 4.7028 -0.1019  0.00
C 1.8917 4.1253 -1.2735  0.00
C 1.7502 2.7315 -1.3484  0.00
N 2.0322 1.9457 -0.3348  -0.01
C 2.4942 2.4922 0.8207  0.00
C 2.8866 1.5225 1.8088  0.00
O 2.7984 0.2750 1.5192  0.01
H 3.7991 3.7849 4.1839  0.00
H 2.3748 5.7771 -0.0070  0.00
H 1.6501 4.7250 -2.1406  0.00
H 1.3860 2.2507 -2.2469  0.00

no.,electronic energy (eV)
1,-80735.403
2,-4342.187
3,-104898.629
4,-54308.517
5,-272477.990